1.
{"formula": "C2H6N2O", "method": "the ωB97M-V functional and the def2-TZVPD basis", "symbols": ["C", "N", "C", "O", "N", "H", "H", "H", "H", "H", "H"], "coordinates": [[-1.38, 0.00, -1.06], [-0.38, -0.27, 1.27], [0.46, -0.02, 0.34], [0.03, 0.21, -0.91], [1.84, 0.02, 0.44], [-1.65, 0.37, -2.05], [-1.61, -1.07, -0.95], [-1.94, 0.53, -0.28], [0.07, -0.46, 2.16], [2.19, 0.25, 1.36], [2.36, 0.44, -0.32]], "smiles": "[H]/N=C(\\N)OC", "multiplicity": 1, "energy_ev": -7198.9027, "homo_ha": -0.347, "homo_lumo_gap_ev": 10.37, "de_lowest_kcal_mol": 20.4}

***

2.
{"formula": "C71H152Br2N8O37", "method": "the ωB97M-V functional and the def2-TZVPD basis", "symbols": ["C", "O", "C", "C", "N", "C", "C", "O", "C", "H", "H", "H", "H", "H", "H", "H", "H", "H", "H", "H", "H", "H", "H", "H", "C", "O", "C", "C", "N", "C", "C", "O", "C", "H", "H", "H", "H", "H", "H", "H", "H", "H", "H", "H", "H", "H", "H", "H", "C", "O", "C", "C", "N", "C", "C", "O", "C", "H", "H", "H", "H", "H", "H", "H", "H", "H", "H", "H", "H", "H", "H", "H", "C", "O", "C", "C", "N", "C", "C", "O", "C", "H", "H", "H", "H", "H", "H", "H", "H", "H", "H", "H", "H", "H", "H", "H", "C", "O", "C", "C", "N", "C", "C", "O", "C", "H", "H", "H", "H", "H", "H", "H", "H", "H", "H", "H", "H", "H", "H", "H", "C", "O", "C", "C", "N", "C", "C", "O", "C", "H", "H", "H", "H", "H", "H", "H", "H", "H", "H", "H", "H", "H", "H", "H", "C", "O", "C", "C", "N", "C", "C", "O", "C", "H", "H", "H", "H", "H", "H", "H", "H", "H", "H", "H", "H", "H", "H", "H", "C", "O", "C", "C", "N", "C", "C", "O", "C", "H", "H", "H", "H", "H", "H", "H", "H", "H", "H", "H", "H", "H", "H", "H", "Br", "C", "C", "Br", "H", "H", "H", "H", "C", "C", "O", "C", "O", "O", "H", "H", "H", "H", "C", "C", "O", "C", "O", "O", "H", "H", "H", "H", "C", "C", "O", "C", "O", "O", "H", "H", "H", "H", "C", "C", "O", "C", "O", "O", "H", "H", "H", "H", "C", "C", "O", "C", "O", "O", "H", "H", "H", "H", "C", "C", "O", "C", "O", "O", "H", "H", "H", "H", "C", "C", "O", "C", "O", "O", "H", "H", "H", "H"], "coordinates": [[-2.19, -5.00, -7.65], [-1.28, -4.49, -6.66], [-0.25, -5.37, -6.25], [-0.15, -5.02, -4.74], [0.44, -3.70, -4.46], [1.94, -3.78, -4.58], [2.67, -2.79, -3.70], [3.71, -3.60, -2.95], [4.19, -2.69, -1.93], [-1.63, -5.61, -8.36], [-2.72, -4.18, -8.13], [-2.77, -5.80, -7.20], [0.61, -4.96, -6.77], [-0.40, -6.41, -6.53], [0.37, -5.89, -4.32], [-1.17, -4.97, -4.34], [0.12, -3.28, -5.32], [2.32, -3.80, -5.61], [2.37, -4.70, -4.18], [1.98, -2.25, -3.06], [3.12, -1.98, -4.28], [4.12, -1.62, -2.13], [5.16, -3.13, -1.68], [3.46, -2.80, -1.12], [2.96, 4.75, -0.73], [3.64, 6.00, -0.72], [4.89, 5.89, 0.01], [6.01, 6.79, -0.33], [5.82, 8.03, 0.38], [6.38, 9.19, -0.31], [7.85, 9.11, -0.84], [7.75, 9.12, -2.18], [8.89, 9.04, -2.97], [3.30, 4.14, -1.56], [1.93, 4.98, -0.97], [2.91, 4.09, 0.14], [5.24, 4.85, 0.02], [4.41, 6.11, 0.96], [5.95, 7.02, -1.39], [7.03, 6.46, -0.11], [4.82, 8.11, 0.49], [6.07, 10.00, 0.35], [5.75, 9.37, -1.18], [8.37, 8.32, -0.29], [8.39, 10.00, -0.51], [8.80, 8.83, -4.04], [9.56, 8.24, -2.65], [9.37, 10.01, -2.92], [-5.02, 2.21, 6.44], [-5.31, 1.90, 5.01], [-4.80, 2.92, 4.09], [-5.52, 2.64, 2.74], [-6.92, 2.94, 3.00], [-7.85, 2.90, 1.88], [-8.31, 1.57, 1.42], [-9.43, 1.12, 2.16], [-9.01, 0.32, 3.26], [-5.23, 1.30, 7.00], [-5.54, 2.99, 7.00], [-3.93, 2.25, 6.40], [-3.80, 2.52, 3.93], [-4.87, 3.97, 4.37], [-5.47, 1.61, 2.41], [-5.05, 3.26, 1.97], [-7.29, 2.41, 3.78], [-7.35, 3.48, 1.10], [-8.68, 3.48, 2.29], [-7.54, 0.81, 1.26], [-8.77, 1.74, 0.45], [-8.29, -0.41, 2.88], [-9.81, -0.26, 3.73], [-8.59, 0.90, 4.07], [-8.29, 4.73, -7.43], [-7.39, 3.76, -7.82], [-6.52, 3.45, -6.70], [-5.85, 2.14, -6.78], [-4.87, 1.93, -5.71], [-4.27, 0.59, -5.86], [-3.32, 0.36, -4.55], [-2.25, 1.35, -4.52], [-1.28, 0.96, -3.53], [-8.70, 4.97, -8.41], [-7.85, 5.63, -7.00], [-8.97, 4.28, -6.71], [-6.74, 3.79, -5.69], [-5.71, 4.16, -6.88], [-5.41, 1.90, -7.75], [-6.65, 1.41, -6.67], [-4.23, 2.71, -5.81], [-3.58, 0.64, -6.71], [-5.15, -0.05, -5.91], [-2.99, -0.68, -4.53], [-3.91, 0.46, -3.64], [-0.90, -0.01, -3.84], [-1.76, 0.89, -2.55], [-0.41, 1.60, -3.53], [2.41, 8.09, 4.08], [1.71, 7.34, 3.10], [0.98, 6.23, 3.63], [0.61, 5.28, 2.52], [-0.40, 5.75, 1.66], [-0.76, 4.68, 0.80], [-1.64, 4.92, -0.44], [-1.14, 4.12, -1.51], [-1.95, 4.37, -2.71], [3.19, 7.49, 4.55], [1.72, 8.57, 4.77], [3.10, 8.81, 3.63], [0.07, 6.64, 4.07], [1.46, 5.77, 4.49], [0.30, 4.34, 2.99], [1.53, 5.06, 1.98], [-0.02, 6.52, 1.13], [-1.03, 3.83, 1.43], [0.14, 4.44, 0.22], [-1.58, 6.00, -0.59], [-2.68, 4.71, -0.22], [-2.46, 5.33, -2.64], [-2.78, 3.66, -2.70], [-1.36, 4.34, -3.63], [6.59, -7.19, 6.95], [6.99, -5.99, 6.46], [6.10, -5.40, 5.52], [6.63, -4.00, 5.35], [5.62, -3.05, 4.69], [5.29, -3.38, 3.35], [4.27, -2.39, 2.89], [4.70, -1.01, 2.99], [3.67, -0.09, 2.70], [7.14, -7.37, 7.87], [6.58, -7.91, 6.13], [5.52, -7.16, 7.16], [5.04, -5.52, 5.72], [6.19, -5.91, 4.56], [7.48, -4.06, 4.67], [6.85, -3.56, 6.32], [6.03, -2.16, 4.46], [5.00, -4.40, 3.14], [6.18, -2.99, 2.85], [3.35, -2.56, 3.46], [4.10, -2.62, 1.84], [3.93, 0.88, 3.14], [2.74, -0.28, 3.24], [3.54, -0.13, 1.62], [-2.97, -5.99, -2.57], [-2.78, -5.00, -1.60], [-2.63, -3.60, -2.10], [-3.88, -2.99, -2.67], [-3.96, -3.38, -4.10], [-5.17, -2.83, -4.85], [-5.22, -3.30, -6.23], [-4.59, -2.26, -7.11], [-5.31, -1.81, -8.26], [-3.91, -6.49, -2.40], [-2.19, -6.72, -2.34], [-2.87, -5.72, -3.62], [-1.72, -3.24, -2.58], [-2.48, -3.16, -1.11], [-3.72, -1.91, -2.66], [-4.72, -3.36, -2.09], [-3.69, -4.35, -4.19], [-5.15, -1.74, -4.81], [-6.05, -3.21, -4.34], [-6.26, -3.47, -6.53], [-4.71, -4.26, -6.31], [-5.25, -2.56, -9.05], [-4.83, -0.86, -8.51], [-6.28, -1.64, -7.81], [-1.10, -2.85, 6.82], [-0.17, -3.46, 5.98], [-0.56, -3.83, 4.66], [0.71, -4.56, 3.93], [0.79, -6.06, 4.14], [1.02, -6.38, 5.54], [2.40, -6.01, 6.16], [2.46, -4.78, 6.93], [1.86, -4.99, 8.22], [-1.82, -2.15, 6.39], [-0.51, -2.28, 7.54], [-1.44, -3.69, 7.42], [-0.80, -2.91, 4.12], [-1.40, -4.52, 4.69], [1.64, -4.11, 4.27], [0.69, -4.48, 2.85], [1.43, -6.53, 3.52], [0.93, -7.47, 5.54], [0.26, -5.87, 6.12], [3.06, -5.89, 5.30], [2.82, -6.90, 6.64], [0.86, -5.42, 8.16], [2.01, -4.09, 8.81], [2.40, -5.71, 8.83], [1.73, 0.31, -1.87], [0.47, 0.87, -0.41], [-0.33, -0.37, 0.07], [0.72, -1.95, 0.89], [-0.15, 1.69, -0.77], [1.20, 1.19, 0.33], [-1.04, -0.73, -0.67], [-1.00, -0.03, 0.86], [3.61, 2.29, -5.38], [4.60, 3.36, -5.85], [5.40, 3.57, -4.63], [4.99, 2.85, -3.61], [5.63, 2.84, -2.50], [3.92, 2.04, -3.99], [3.88, 1.38, -5.92], [2.53, 2.37, -5.54], [4.11, 4.24, -6.27], [5.00, 2.85, -6.73], [3.44, -0.79, 5.68], [3.14, -0.97, 7.06], [4.38, -1.07, 7.68], [5.31, -0.88, 6.85], [6.48, -1.08, 7.05], [4.83, -0.61, 5.70], [2.96, 0.13, 5.34], [3.24, -1.73, 5.18], [2.55, -1.81, 7.45], [2.73, -0.07, 7.52], [6.27, -0.65, -4.65], [6.52, -1.48, -5.86], [7.10, -2.66, -5.43], [7.46, -2.58, -4.07], [8.17, -3.40, -3.50], [6.83, -1.44, -3.61], [5.21, -0.58, -4.40], [6.74, 0.31, -4.83], [7.05, -0.96, -6.67], [5.61, -1.78, -6.37], [-3.49, -1.47, 1.96], [-3.87, -1.05, 3.34], [-5.07, -1.76, 3.53], [-5.60, -2.27, 2.41], [-6.67, -2.83, 2.34], [-4.70, -2.04, 1.41], [-2.58, -2.08, 1.98], [-3.34, -0.56, 1.38], [-4.03, 0.03, 3.35], [-3.11, -1.37, 4.05], [-6.73, 2.28, -1.62], [-5.53, 3.18, -1.83], [-4.63, 2.52, -1.03], [-4.85, 1.16, -1.05], [-4.09, 0.28, -0.61], [-6.08, 1.03, -1.46], [-7.26, 2.45, -2.56], [-7.38, 2.53, -0.78], [-5.77, 4.05, -1.22], [-5.25, 3.36, -2.87], [-1.00, 2.12, 5.66], [0.34, 1.95, 6.35], [1.15, 1.91, 5.15], [0.45, 1.69, 4.11], [0.89, 1.30, 3.05], [-0.87, 1.68, 4.39], [-1.07, 3.19, 5.84], [-1.72, 1.50, 6.20], [0.31, 0.98, 6.84], [0.69, 2.67, 7.08], [1.15, -6.96, -1.48], [0.70, -5.44, -1.24], [1.10, -5.01, 0.02], [2.08, -5.88, 0.37], [2.69, -5.87, 1.38], [2.28, -6.76, -0.64], [1.67, -6.98, -2.44], [0.33, -7.67, -1.38], [-0.35, -5.15, -1.22], [1.09, -4.88, -2.09]], "multiplicity": 1, "energy_ev": -303830.9146, "homo_ha": -0.290, "homo_lumo_gap_ev": 7.87}

***

3.
{"formula": "C21H33AlBr3CaCl2CsF4N2O11S", "method": "the ωB97M-V functional and the def2-TZVPD basis", "symbols": ["C", "C", "C", "O", "O", "C", "C", "C", "N", "N", "C", "C", "C", "C", "C", "C", "F", "H", "H", "H", "H", "H", "H", "H", "H", "H", "H", "H", "H", "H", "H", "H", "H", "H", "H", "Cl", "C", "C", "O", "O", "H", "H", "H", "Al", "Cl", "C", "C", "O", "S", "O", "O", "O", "H", "H", "H", "H", "C", "C", "O", "C", "O", "C", "F", "F", "F", "H", "H", "H", "H", "H", "H", "Cs", "O", "H", "Ca", "C", "Br", "Br", "Br", "H"], "coordinates": [[1.30, 5.46, 2.36], [0.68, 4.20, 1.64], [1.70, 3.39, 0.76], [2.87, 3.59, 0.84], [1.27, 2.36, -0.14], [0.29, 1.55, 0.49], [0.35, 0.03, -0.04], [-0.04, -0.85, 1.20], [0.86, -1.62, 1.90], [0.73, -2.40, 2.98], [-0.51, -2.51, 3.52], [-1.66, -1.78, 2.89], [-1.49, -0.89, 1.71], [-2.61, -0.08, 1.01], [-3.25, 0.99, 1.99], [-4.28, 1.84, 1.11], [-4.02, 0.35, 3.00], [2.39, 5.37, 2.61], [0.76, 5.62, 3.36], [1.17, 6.42, 1.78], [-0.19, 4.58, 1.03], [0.23, 3.56, 2.46], [0.57, 1.50, 1.59], [-0.76, 1.96, 0.46], [-0.33, -0.13, -0.92], [1.41, -0.21, -0.33], [1.82, -1.59, 1.51], [-0.66, -3.15, 4.42], [-2.67, -1.89, 3.37], [-3.45, -0.79, 0.55], [-2.21, 0.50, 0.13], [-2.51, 1.70, 2.45], [-4.49, 1.22, 0.19], [-3.80, 2.84, 0.71], [-5.27, 1.97, 1.62], [-3.75, 3.06, -1.06], [-5.10, 3.43, 4.34], [-4.19, 4.60, 4.05], [-4.14, 5.49, 4.91], [-3.58, 4.55, 2.95], [-5.60, 3.54, 5.31], [-5.87, 3.35, 3.56], [-4.52, 2.51, 4.35], [0.99, -4.05, 1.38], [-5.52, -1.01, 1.20], [-1.53, -5.41, -2.65], [-0.89, -4.89, -3.92], [-1.25, -3.51, -3.97], [-1.35, -2.93, -2.48], [-0.14, -2.27, -2.16], [-2.63, -2.30, -2.33], [-1.39, -4.34, -1.70], [-2.60, -5.60, -2.79], [-1.05, -6.32, -2.28], [-1.25, -5.42, -4.81], [0.20, -4.96, -3.88], [4.56, 1.29, -1.59], [3.29, 1.06, -2.39], [3.42, 1.38, -3.76], [4.04, 0.41, -4.65], [3.51, -0.77, -4.53], [5.61, 0.38, -4.53], [6.11, 1.63, -4.34], [6.19, -0.06, -5.69], [6.10, -0.38, -3.55], [5.07, 2.19, -1.90], [4.32, 1.36, -0.52], [5.25, 0.45, -1.69], [2.54, 1.76, -2.02], [2.88, 0.06, -2.23], [3.91, 0.92, -5.63], [6.89, 0.59, -7.56], [-0.67, 4.54, 4.54], [-1.41, 3.92, 4.59], [-5.16, -1.14, -1.33], [2.90, -8.10, -0.58], [1.30, -7.05, -0.91], [3.07, -9.54, -1.86], [4.48, -6.99, -0.53], [2.79, -8.55, 0.40]], "charge": 2, "multiplicity": 1, "energy_ev": -330244.2868, "homo_ha": -0.379, "homo_lumo_gap_ev": 1.80}

***

4.
{"formula": "CHO5S", "method": "the ωB97M-V functional and the def2-TZVPD basis", "symbols": ["C", "O", "O", "O", "O", "O", "S", "H"], "coordinates": [[0.17, 0.29, 0.79], [0.78, -0.35, -1.70], [-1.18, -1.43, -0.51], [-1.17, 0.90, -1.23], [0.88, -0.67, 1.54], [1.53, 0.45, 0.90], [-0.41, -0.24, -0.87], [-0.59, 1.07, 1.09]], "charge": -1, "smiles": "O=S(=O)([O-])C1OO1", "multiplicity": 1, "energy_ev": -22123.7720, "homo_ha": -0.192, "homo_lumo_gap_ev": 9.34, "de_lowest_kcal_mol": 108.6}

***

5.
{"formula": "C3H9NO2S", "method": "the ωB97M-V functional and the def2-TZVPD basis", "symbols": ["C", "C", "C", "N", "O", "O", "S", "H", "H", "H", "H", "H", "H", "H", "H", "H"], "coordinates": [[-0.14, 2.02, -0.45], [1.53, -0.93, 1.06], [-0.34, 0.61, -0.83], [1.95, -1.80, 0.30], [-1.23, -1.87, -0.46], [-1.57, -0.05, 1.30], [-1.54, -0.28, -0.13], [0.38, 2.25, 0.47], [0.43, 2.46, -1.27], [-0.99, 2.67, -0.48], [0.57, -1.15, 1.58], [2.08, -0.02, 1.32], [-0.51, 0.48, -1.92], [-0.58, -2.23, 0.11], [2.83, -1.57, -0.13], [-2.87, -0.61, -0.49]], "smiles": "CC=[S@H](=O)O.C=N", "multiplicity": 1, "energy_ev": -19672.6926, "homo_ha": -0.316, "homo_lumo_gap_ev": 9.12, "de_lowest_kcal_mol": 131.9}

***

6.
{"formula": "CdFeN6O18Pb2", "method": "the ωB97M-V functional and the def2-TZVPD basis", "symbols": ["Cd", "Fe", "Pb", "Pb", "N", "O", "O", "O", "N", "O", "O", "O", "N", "O", "O", "O", "N", "O", "O", "O", "N", "O", "O", "O", "N", "O", "O", "O"], "coordinates": [[-0.40, 2.31, -2.23], [-0.22, 1.73, 3.41], [-2.61, -2.64, 1.31], [0.60, -1.63, -1.24], [-0.81, 0.50, 0.61], [-0.29, 1.29, -0.17], [-1.20, 0.84, 1.79], [-1.03, -0.72, 0.27], [1.99, 0.70, 1.27], [2.88, 1.48, 0.94], [1.48, 0.76, 2.39], [1.83, -0.33, 0.59], [-1.12, -3.38, -2.04], [0.04, -3.72, -2.17], [-2.06, -3.53, -2.84], [-1.32, -2.86, -0.92], [-1.38, -1.20, 4.53], [-0.79, -0.09, 4.32], [-1.72, -1.31, 5.71], [-1.44, -2.00, 3.66], [1.85, 4.25, -1.14], [1.01, 3.37, -1.37], [2.38, 4.25, -0.03], [2.36, 4.82, -2.10], [0.06, -0.70, -3.64], [0.20, 0.09, -2.75], [-0.42, -0.42, -4.73], [0.12, -1.89, -3.43]], "charge": 2, "multiplicity": 5, "energy_ev": -95197.3699, "homo_ha": [-0.543, -0.543], "homo_lumo_gap_ev": [4.61, 4.60], "de_lowest_kcal_mol": 0.0}

***

7.
{"formula": "C43H36ClO2P2Pr", "method": "the ωB97M-V functional and the def2-TZVPD basis", "symbols": ["C", "C", "C", "C", "C", "C", "P", "C", "C", "C", "C", "C", "C", "Pr", "P", "C", "C", "C", "C", "C", "C", "C", "C", "C", "C", "C", "C", "C", "C", "C", "C", "C", "C", "C", "C", "C", "C", "C", "C", "H", "H", "H", "H", "H", "H", "H", "H", "H", "H", "H", "H", "H", "H", "H", "H", "H", "H", "H", "H", "H", "H", "H", "H", "H", "H", "H", "H", "H", "H", "H", "H", "Cl", "C", "C", "C", "C", "C", "C", "C", "O", "O", "H", "H", "H", "H"], "coordinates": [[-0.26, -0.78, -3.53], [-0.33, 0.49, -2.93], [0.58, 1.47, -3.37], [1.38, 1.25, -4.48], [1.35, 0.02, -5.15], [0.56, -1.01, -4.63], [-1.33, 0.81, -1.42], [-1.58, 2.69, -1.48], [-0.68, 3.53, -0.81], [-0.93, 4.90, -0.74], [-2.05, 5.45, -1.38], [-2.91, 4.61, -2.12], [-2.70, 3.22, -2.14], [0.42, 1.04, 0.74], [1.75, -1.35, 0.35], [3.02, -0.49, -0.65], [3.68, -1.23, -1.65], [4.31, -0.58, -2.71], [4.58, 0.79, -2.60], [4.09, 1.51, -1.50], [3.27, 0.90, -0.53], [2.44, -1.47, 2.01], [1.54, -1.79, 3.05], [1.93, -1.61, 4.38], [3.22, -1.17, 4.68], [4.13, -0.89, 3.65], [3.75, -1.04, 2.32], [1.26, -2.99, -0.19], [-0.10, -3.25, -0.50], [-0.46, -4.53, -0.92], [0.52, -5.53, -1.04], [1.86, -5.27, -0.73], [2.24, -3.99, -0.30], [-2.95, 0.05, -1.61], [-3.40, -0.28, -2.90], [-4.59, -0.99, -3.06], [-5.36, -1.34, -1.95], [-4.94, -0.97, -0.66], [-3.74, -0.27, -0.48], [0.53, -2.13, 2.81], [1.20, -1.82, 5.18], [3.51, -1.02, 5.72], [5.14, -0.55, 3.89], [4.43, -0.77, 1.51], [3.69, -2.32, -1.63], [4.57, -1.16, -3.60], [5.19, 1.28, -3.38], [4.35, 2.56, -1.39], [2.99, 1.49, 0.37], [-0.85, -2.46, -0.39], [-1.50, -4.75, -1.13], [0.23, -6.53, -1.36], [2.62, -6.04, -0.82], [3.27, -3.78, -0.02], [-2.81, 0.02, -3.77], [-4.90, -1.28, -4.07], [-6.29, -1.90, -2.08], [-5.55, -1.22, 0.21], [-3.41, 0.02, 0.53], [0.30, 3.20, -0.36], [-0.23, 5.51, -0.17], [-2.28, 6.52, -1.31], [-3.76, 5.05, -2.67], [-3.42, 2.57, -2.65], [0.64, 2.43, -2.85], [2.06, 2.04, -4.78], [1.99, -0.13, -6.04], [0.58, -2.03, -5.03], [-0.82, -1.64, -3.13], [1.64, -2.32, -2.63], [1.12, -1.96, -2.17], [-3.21, 2.30, 8.63], [-2.65, 1.96, 7.04], [-3.33, 2.52, 5.94], [-2.84, 2.30, 4.64], [-1.70, 1.51, 4.45], [-1.09, 0.88, 5.53], [-1.56, 1.11, 6.83], [-1.07, 1.35, 3.11], [-1.43, 2.00, 2.05], [-0.07, 0.54, 3.01], [-4.22, 3.13, 6.10], [-3.33, 2.74, 3.76], [-0.22, 0.24, 5.36], [-1.10, 0.65, 7.69]], "charge": 2, "multiplicity": 3, "energy_ev": -94425.0723, "homo_ha": [-0.491, -0.491], "homo_lumo_gap_ev": [6.77, 7.20]}